Formula: CH3FO2
Source: the Open Molecules 2025 dataset
Level of theory: the ωB97M-V functional and the def2-TZVPD basis

The geometry in XYZ format:
```
7
Properties=species:S:1:pos:R:3:nbo_charge:R:1
O -1.10177 0.89586 -0.16140 -0.61
C 0.03353 0.66109 -0.35544 0.66
O 0.86812 0.88544 0.61322 -0.68
H 0.39147 0.23843 -1.19126 0.13
H 0.41965 1.27966 1.41318 0.50
F 0.08737 -1.75576 -0.20825 -0.56
H -0.69837 -2.20472 -0.11004 0.57
```

The energy relative to the best compared isomer or geometry (same formula, charge and spin) is 0.531 eV. As for the charge: 0. Its SMILES is O=CO.F. The HOMO-LUMO gap comes out at 11.2 eV. The lowest unoccupied orbital energy is 0.0275 Eh.